Molecular formula: C42H51N7O2ReSSbSi2
Method: DFT, ωB97M-V with the def2-TZVPD basis set

Computed properties:
- max |F| (hartree/bohr) = 0.01083
- DFT total energy (hartree) = -3460.4388
- Kohn-Sham gap (spin up / spin down) (hartree) = 0.2504 / 0.2419
- charge = +1
- lowest unoccupied orbital energy (spin up / spin down) (eV) = -2.59 / -3.29
- spin multiplicity = 4
- <S²> = 3.77

Cartesian coordinates (Å):
Re -0.7680 0.0799 -0.0188
C -1.9369 -3.0871 -0.9322
C -2.9246 -2.3279 -0.1143
C -4.0842 -3.0148 0.2533
C -5.0665 -2.4002 0.9813
C -4.8572 -1.0757 1.3484
C -3.6824 -0.4441 0.9908
N -2.7163 -1.0503 0.2565
Sb -3.5376 1.4699 1.9269
C -2.9058 2.6934 0.3128
C -3.6044 3.8907 0.2930
C -3.3226 4.8190 -0.6942
C -2.3620 4.4878 -1.6164
C -1.6899 3.2637 -1.5555
C -0.6582 3.0127 -2.6014
N -1.9527 2.3587 -0.5834
C -1.6491 1.0965 2.8486
C -1.7051 1.2894 4.2149
C -0.6071 0.9645 5.0004
C 0.5016 0.4786 4.3623
C 0.5260 0.3326 2.9735
C 1.7966 -0.1955 2.4008
N -0.5440 0.6319 2.2122
H -2.4703 -3.6575 -1.6919
H -1.1996 -2.4552 -1.4094
H -1.4041 -3.8059 -0.3048
H -4.1844 -4.0438 -0.0653
H -5.9709 -2.9252 1.2606
H -5.6026 -0.5397 1.9211
H -4.3562 4.0927 1.0447
H -3.8392 5.7689 -0.7394
H -2.1035 5.1728 -2.4117
H -0.6559 3.8297 -3.3208
H 0.3298 2.9302 -2.1750
H -0.8501 2.0936 -3.1227
H -2.6091 1.6774 4.6659
H -0.6296 1.0829 6.0761
H 1.3892 0.2034 4.9167
H 2.6309 0.3662 2.8199
H 1.9236 -1.2356 2.7066
H 1.8357 -0.1482 1.3211
C 6.8901 -0.9694 0.9815
C 5.4613 -1.3763 0.7423
C 4.7688 -0.9185 -0.3733
C 3.4620 -1.3082 -0.6175
C 2.8236 -2.1656 0.2694
C 3.5093 -2.6642 1.3728
C 4.8122 -2.2582 1.6051
S 1.1679 -2.6504 -0.1364
O 1.0269 -4.0423 0.1875
O 0.9737 -2.2376 -1.4923
N 0.0708 -1.7614 0.7679
C -0.4005 -2.3268 2.0044
C 0.1838 -3.4051 2.6920
C -0.3555 -3.8146 3.8932
C -1.4718 -3.1779 4.4160
C -1.9947 -2.1479 3.6658
N -1.4794 -1.7411 2.5073
H 7.0592 0.0640 0.6799
H 7.5699 -1.5960 0.4002
H 7.1620 -1.0725 2.0312
H 5.2619 -0.2527 -1.0731
H 2.9385 -0.9659 -1.4973
H 3.0560 -3.3777 2.0397
H 5.3445 -2.6500 2.4637
H 1.0050 -3.9552 2.2817
H 0.0973 -4.6481 4.4152
H -1.9217 -3.4793 5.3511
H -2.8784 -1.6103 3.9998
C 0.7494 3.3427 1.6800
Si 1.6839 2.6175 0.2293
C 3.4547 2.2508 0.7361
C 1.8181 4.0789 -0.9357
N 0.8769 1.1883 -0.5082
C 1.3310 0.8187 -1.7938
C 2.5935 1.1404 -2.2987
C 2.9666 0.7634 -3.5754
C 2.0808 0.0362 -4.3627
C 0.8311 -0.2944 -3.8728
C 0.4279 0.1023 -2.5956
N -0.8393 -0.1568 -2.0296
Si -2.1461 -0.6741 -3.1647
C -3.8320 -0.5996 -2.3602
C -2.3627 0.4751 -4.6320
C -1.7798 -2.3771 -3.8530
H 1.0577 4.3916 1.7299
H 0.9869 2.8897 2.6432
H -0.3324 3.3286 1.5425
H 3.6409 2.6461 1.7393
H 4.1502 2.7527 0.0585
H 3.7034 1.1902 0.7327
H 2.5484 4.7544 -0.4771
H 0.8765 4.6265 -1.0044
H 2.1713 3.8542 -1.9422
H 3.3053 1.6631 -1.6716
H 3.9506 1.0162 -3.9481
H 2.3707 -0.2874 -5.3536
H 0.1764 -0.8954 -4.4888
H -3.9223 0.2475 -1.6755
H -4.1341 -1.5071 -1.8352
H -4.5460 -0.4390 -3.1731
H -2.9033 1.3781 -4.3425
H -3.0008 -0.0618 -5.3425
H -1.4550 0.7617 -5.1618
H -0.8456 -2.7814 -3.4598
H -1.6956 -2.3322 -4.9417
H -2.5835 -3.0788 -3.6202

Atomic partial charges in e from the Löwdin method, atoms 1 to 6: atom 1 (Re): 1.64, atom 2 (C): -0.06, atom 3 (C): -0.33, atom 4 (C): -0.01, atom 5 (C): -0.03, atom 6 (C): -0.13